Version one
The following is a quantum chemistry calculation of 2 unconnected molecules or ions with the total composition C5H7N2O, from the Open Molecules 2025 dataset.

ORCA input file:
```
! wB97M-V def2-TZVPD RIJCOSX def2/J DEFGRID3
* xyz 1 1
O -2.422 0.459 -0.929
N 0.324 0.167 -0.664
N 0.574 1.881 0.710
C 0.993 -1.178 -0.797
C -0.038 0.745 0.642
C -2.532 0.951 0.128
C 1.179 2.178 -0.471
C 1.003 1.291 -1.441
H 0.301 -1.840 -1.163
H 0.584 2.246 1.643
H 1.267 -1.415 0.131
H -0.557 0.077 1.242
H -3.230 1.488 0.583
H 1.865 -1.099 -1.547
H -0.598 0.303 -1.148
*
```

Computed properties:
HOMO (alpha / beta): -13.13 / -13.31 eV
Gap between HOMO and LUMO (alpha / beta): 7.59 / 7.35 eV
LUMO energy (alpha / beta): -5.5 / -6.0 eV

=====

Version two
The following is a quantum chemistry calculation of 2 unconnected molecules or ions with the total composition C5H7N2O, from the Open Molecules 2025 dataset.

ORCA input file:
```
! wB97M-V def2-TZVPD RIJCOSX def2/J DEFGRID3
* xyz 1 1
O -2.145 -1.590 -0.244
N 0.270 -0.158 1.765
N 0.748 0.458 -0.342
C 0.965 1.002 2.021
C 0.295 -0.407 0.472
C 1.664 0.558 -1.231
C -2.760 -1.384 -1.262
C 1.386 1.934 1.398
H 2.524 0.029 -0.968
H 1.568 1.224 -2.095
H -2.332 -0.665 -1.921
H -0.220 -0.823 2.482
H -0.172 -1.300 -0.030
H 1.892 2.929 1.274
H -3.683 -1.807 -1.321
*
```

Computed properties:
HOMO: -14.04 eV
Gap between HOMO and LUMO: 9.36 eV
LUMO energy: -4.7 eV

=====

Computed stability ranking, most favorable first: version two, version one